ORCA calculation (the ωB97M-V functional and the def2-TZVPD basis) on a structure of composition C4H9NO2S in a non-equilibrium geometry.

```
! RIJCOSX wB97M-V def2-TZVPD def2/J DEFGRID3
* xyz 0 1
H -1.40 2.23 0.06
O 1.95 -0.12 -0.95
H -0.56 -0.76 -1.46
H -0.53 1.74 1.67
H 3.02 0.46 -0.57
C -0.22 0.93 -0.40
N -0.51 2.02 0.57
C 0.22 -0.93 0.64
O 0.64 -2.28 0.43
H -2.32 -1.97 0.03
C 0.99 0.30 0.06
H -0.22 1.64 -1.42
H -0.23 -0.81 1.65
C -0.93 -0.32 -0.47
H 1.47 0.76 0.92
H 1.26 -2.33 -0.44
S -2.63 -0.56 -0.32
*
```

## Properties
- Total energy: -761.0497 a.u.

natural (NBO) atomic charge list, values in e, 4 entries:
1 H 0.372
2 O -0.719
3 H 0.222
4 H 0.369